DFT (ωB97M-V with the def2-TZVPD basis set) results for a molecular structure, C5H12O3V at a distorted geometry.

```
21
Properties=species:S:1:pos:R:3:forces:R:3:mulliken_charge:R:1
O 0.766888 0.094869 2.294352 -0.005 0.120 -0.333 -0.777
C 1.135806 1.368073 1.909114 0.293 0.972 0.406 -0.256
C 0.760736 1.739732 0.478830 -0.208 -0.160 0.387 -0.513
O 1.578015 1.064127 -0.452711 0.456 0.676 -0.911 -0.372
C 1.347435 -0.184677 -1.033609 0.231 -0.266 0.358 -0.719
C -0.057172 -0.503290 -1.495316 0.119 0.130 -0.419 -0.414
O -0.908712 -0.879619 -0.412343 -0.218 0.049 -0.321 -0.060
C -2.239750 -1.171833 -0.821300 -0.590 -0.106 -0.164 -0.638
H 2.236885 1.481642 1.998550 -0.380 -0.009 -0.079 0.286
H 0.692498 2.148748 2.562435 0.045 -0.251 -0.054 0.319
H 0.955019 2.809543 0.317010 0.026 -0.242 0.060 0.368
H -0.317764 1.591028 0.298909 0.167 -0.158 -0.012 0.212
H 1.752593 -0.958416 -0.361952 -0.367 -0.219 -0.071 0.344
H 1.986934 -0.222202 -1.926268 -0.173 0.103 0.105 0.331
H -0.020671 -1.346822 -2.201578 0.000 0.198 0.107 0.464
H -0.502647 0.367606 -2.000073 0.108 -0.165 0.078 0.388
H -2.804922 -1.457436 0.072863 0.213 0.053 -0.250 0.168
H -2.690751 -0.283536 -1.284401 0.104 -0.176 0.077 0.314
H -2.232286 -2.005772 -1.537304 -0.007 0.193 0.152 0.315
H -1.102967 -2.506486 2.109267 -0.674 -0.459 0.213 -0.171
V -0.335166 -1.145278 1.485526 0.858 -0.284 0.672 0.413
```
Positions in Å, forces in eV/Å.

The orbital gap (spin up / spin down) is 7.517 / 9.132 eV. As for the HOMO energy (spin up / spin down): -6.9793 / -8.7226 eV. Its spin multiplicity is 4.


DFT (ωB97M-V with the def2-TZVPD basis set) results for a molecular structure, C26H43F5P2Sn at a distorted geometry.

```
77
Properties=species:S:1:pos:R:3:forces:R:3:mulliken_charge:R:1
Sn -0.631159 -1.381322 -2.048510 -0.075 -0.167 1.266 0.876
C -0.468800 -3.055164 3.381280 -0.253 0.103 -0.054 0.415
C 0.813488 -2.877767 2.792062 0.098 -0.286 -0.203 0.759
C 0.750010 -1.639109 4.727375 -0.342 0.029 -0.022 0.868
C -0.515352 -2.269299 4.560512 -0.004 0.239 0.217 0.668
C 1.573764 -2.021492 3.638954 0.083 0.174 0.007 0.020
C -1.566911 -3.899545 2.867982 -0.042 -0.435 0.013 -1.583
H -1.167315 -4.744248 2.294131 -0.140 0.195 0.055 0.384
H -2.246439 -3.340464 2.208578 0.151 -0.030 0.133 0.283
H -2.166926 -4.298315 3.694319 0.082 0.076 -0.220 0.531
C -1.667785 -2.130380 5.474001 -0.216 -0.241 0.279 -1.360
H -2.358722 -2.974686 5.366420 0.119 0.264 0.050 0.359
H -2.241248 -1.207449 5.287299 0.234 -0.180 -0.037 0.283
H -1.327842 -2.093618 6.517179 -0.127 0.042 -0.217 0.376
C 1.133748 -0.746170 5.832889 0.165 0.007 0.436 -1.235
H 0.581368 -1.000462 6.745934 0.144 0.166 -0.186 0.396
H 0.925449 0.310508 5.600365 0.004 -0.245 -0.015 0.241
H 2.207128 -0.832362 6.037676 -0.219 0.112 0.001 0.345
C 2.968987 -1.593530 3.433033 0.307 -0.119 -0.128 -1.407
H 3.522275 -1.613219 4.379189 -0.029 0.027 -0.206 0.420
H 3.014937 -0.564998 3.047040 -0.019 -0.156 0.108 0.215
H 3.469317 -2.246041 2.710850 0.018 0.179 0.197 0.424
C 1.299056 -3.502530 1.544979 0.158 -0.018 -0.500 -1.210
H 1.682971 -4.523125 1.717372 -0.128 0.260 0.039 0.378
H 2.120381 -2.912804 1.116707 -0.201 -0.218 0.070 0.373
H 0.504209 -3.574616 0.788653 0.256 -0.060 0.304 0.098
C -0.917360 1.055422 -3.586749 -0.707 1.910 -0.429 -0.566
C -1.726590 -0.229134 -3.426281 -0.427 0.048 0.292 -0.381
C -1.853931 -0.992058 -4.754690 -0.117 0.194 -0.234 -1.032
C -0.590626 -1.800207 -5.127196 -0.401 -0.266 -0.571 -0.978
C 0.238912 -2.200175 -3.935546 0.363 -1.038 -0.024 -0.510
C 1.166049 -1.334546 -3.245610 0.770 -0.112 0.411 -0.521
C 1.539647 0.082234 -3.625304 0.242 0.291 -0.049 -0.136
C 0.453231 0.935086 -4.294497 -0.007 0.519 0.200 -1.198
H -2.094392 -0.286513 -5.561501 -0.055 -0.033 0.001 0.279
H 0.008741 -1.282938 -5.890364 -0.097 -0.084 0.232 0.381
H -2.713907 -1.676395 -4.695629 0.292 0.173 0.144 0.420
H 0.288159 0.573128 -5.319519 -0.071 0.209 0.393 0.516
H -1.536494 1.703069 -4.241974 0.268 -0.124 -0.243 0.656
H -2.721618 -0.047131 -3.002259 0.181 0.272 -0.344 0.569
H 0.853651 1.962136 -4.409863 -0.085 -0.437 -0.024 0.399
H 1.909745 0.594418 -2.716730 -0.195 -0.376 -0.516 -0.343
H 1.949435 -1.819931 -2.656130 -0.104 -0.007 -0.459 0.607
H 2.401654 0.049105 -4.316867 -0.252 -0.062 0.134 0.519
H -0.934399 -2.719544 -5.624779 0.206 0.233 0.154 0.411
H 0.450043 -3.275730 -3.845952 0.075 0.499 -0.037 0.557
P -0.963037 2.293059 -2.091350 0.745 -1.219 -0.233 0.586
P 0.666826 3.282289 -0.153628 0.973 0.576 -1.085 0.939
C -0.572041 4.012890 -2.575202 0.097 -0.036 -0.822 -1.032
C 0.232921 4.595328 -1.417736 -1.002 0.472 -0.121 -0.933
H -1.509964 4.553211 -2.741196 0.254 0.003 -0.079 0.461
H 0.007986 4.013789 -3.512972 -0.242 0.121 0.318 0.422
H 1.194317 4.985842 -1.783727 -0.134 -0.112 0.491 0.520
H -0.297404 5.423102 -0.916228 0.204 -0.347 -0.145 0.474
C 1.358763 4.406987 1.105544 -0.261 0.037 0.417 -1.364
H 2.214020 3.918473 1.588547 -0.333 0.177 0.144 0.438
H 0.607910 4.696711 1.848973 0.303 0.091 -0.151 0.406
H 1.723557 5.310583 0.595084 -0.131 -0.328 0.115 0.504
C 2.238982 2.651360 -0.792476 0.147 -0.756 0.107 -0.861
H 2.668390 3.435052 -1.441088 -0.263 -0.368 0.300 0.458
H 2.126383 1.716904 -1.354314 0.113 0.349 0.259 -0.192
H 2.911302 2.514100 0.064069 -0.076 -0.176 -0.346 0.511
C -2.725521 2.370933 -1.713661 -0.242 -0.155 -0.032 -1.697
H -3.046264 1.360155 -1.428730 -0.153 0.396 0.041 0.383
H -3.269671 2.710113 -2.604884 -0.014 -0.173 0.212 0.505
H -2.888299 3.064959 -0.881832 -0.128 -0.205 -0.341 0.443
C -1.547488 -2.766040 -0.705978 -0.020 -0.227 0.013 -1.219
H -1.190198 -2.526031 0.302346 -0.197 -0.094 -0.328 -0.050
H -1.282672 -3.791537 -0.980713 -0.164 0.131 0.171 0.459
H -2.634050 -2.629873 -0.750039 0.237 -0.117 -0.021 0.488
F -1.653871 2.544630 0.891453 1.585 -0.518 0.132 -0.283
C -0.354316 2.024620 0.875953 -1.506 -1.260 -0.356 0.305
F -0.407947 0.753787 0.259638 0.212 2.179 1.216 -0.038
C -0.057742 1.710333 2.363482 0.192 -0.113 1.517 0.475
F 0.063733 2.843675 3.111339 -0.038 -1.315 -0.886 -0.253
F -1.080998 0.992814 2.897461 1.054 0.532 -0.625 -0.223
F 1.087857 0.969719 2.503020 -1.116 0.931 -0.299 -0.199
```
Positions in Å, forces in eV/Å.

The orbital gap (spin up / spin down) is 3.491 / 3.454 eV. As for the HOMO energy (spin up / spin down): -11.2725 / -11.2726 eV. Its spin multiplicity is 1. Its total charge is +2.


Number 1: energy -37206.110 eV. Number 2: energy -65636.663 eV.